Run 1
C4H2O2 in the gas phase, computed with ωB97M-V/def2-TZVPD.

Properties
- molar mass (u) = 82.06
- frontier orbital gap (hartree) = 0.3455
- E_HOMO (eV) = -9.500

Geometry as XYZ:
```
8
Properties=species:S:1:pos:R:3:nbo_charge:R:1
O -0.65 -1.02 0.10 -0.457
H 2.41 -0.84 -0.23 0.212
C -1.82 -0.41 0.20 0.120
O 0.14 2.40 -0.08 -0.442
C 1.69 -0.01 -0.17 -0.226
H -2.52 -1.27 0.29 0.082
C 0.38 -0.11 -0.03 0.014
C 0.38 1.26 -0.07 0.697
```

Run 2
C4H2O2 in the gas phase, computed with ωB97M-V/def2-TZVPD.

Properties
- molar mass (u) = 82.06
- frontier orbital gap (hartree) = 0.3133
- E_HOMO (eV) = -9.360

Geometry as XYZ:
```
8
Properties=species:S:1:pos:R:3:nbo_charge:R:1
H -0.71 -1.85 1.46 0.150
O 1.04 -1.29 2.39 -0.484
C -0.22 0.87 -1.11 -0.204
H -0.24 2.65 -2.53 0.241
O 0.58 -0.75 0.25 -0.486
C -0.50 -0.07 -0.10 0.222
C 0.28 -1.38 1.49 0.651
C -0.24 1.82 -1.86 -0.090
```

Run 3
C4H2O2 in the gas phase, computed with ωB97M-V/def2-TZVPD.

Properties
- SMILES = O=CC#CC=O
- molar mass (u) = 82.06
- frontier orbital gap (hartree) = 0.3551
- E_HOMO (eV) = -10.936

Geometry as XYZ:
```
8
Properties=species:S:1:pos:R:3:nbo_charge:R:1
C 0.45 0.22 0.38 -0.026
O 1.16 -0.32 2.51 -0.457
H 2.16 1.22 1.45 0.161
H -1.56 -1.56 -1.65 0.138
C 1.34 0.39 1.51 0.336
C -0.37 -0.10 -0.44 -0.054
O -1.90 0.50 -2.21 -0.460
C -1.28 -0.34 -1.56 0.362
```

Run 4
A molecular structure, C4H2O2, computed with ωB97M-V/def2-TZVPD.

Properties
- molar mass (u) = 82.06
- frontier orbital gap (hartree) = 0.3293
- E_HOMO (eV) = -8.862

Geometry as XYZ:
```
8
Properties=species:S:1:pos:R:3:nbo_charge:R:1
C -0.58 -1.39 -1.07 0.074
C -2.08 -0.34 -0.40 0.942
H 0.15 -0.35 0.89 0.210
C 0.11 -0.28 -0.19 -0.492
O -2.00 -1.34 -1.16 -0.409
H 0.31 0.70 -0.60 0.210
C 0.69 -1.50 -1.00 -0.095
O -2.72 0.44 0.17 -0.442
```

Verdict on stability: run 3 comes out on top.

Run 1
A molecular structure, C2H7NO3P, computed with ωB97M-V/def2-TZVPD.

Properties
- charge = -1
- molar mass (u) = 124.06
- frontier orbital gap (alpha / beta) (hartree) = 0.2992 / 0.2992
- E_HOMO (alpha / beta) (eV) = -3.952 / -3.952

Geometry as XYZ:
```
14
Properties=species:S:1:pos:R:3:nbo_charge:R:1
H -0.10 -1.03 1.84 0.402
O -1.21 -1.63 -0.41 -0.813
H -0.73 1.40 -0.47 0.249
H -0.36 -0.62 -2.03 0.127
O 1.33 1.88 0.45 -1.087
C -1.57 0.69 -0.72 -0.686
P 1.04 -0.30 -0.02 1.890
N 0.86 -0.71 1.61 -1.213
O 2.33 -0.89 -0.38 -1.127
C -0.73 -0.60 -1.00 0.056
H -1.93 1.10 -1.65 0.183
H 1.91 1.54 1.16 0.434
H 1.50 -1.49 1.71 0.384
H -2.34 0.66 -0.08 0.202
```

Run 2
2 unconnected molecules or ions with the total composition C2H7NO3P, computed with ωB97M-V/def2-TZVPD.

Properties
- charge = -1
- molar mass (u) = 124.06
- frontier orbital gap (hartree) = 0.3049
- E_HOMO (eV) = -4.217

Geometry as XYZ:
```
14
Properties=species:S:1:pos:R:3:nbo_charge:R:1
H 0.58 1.39 -1.04 0.187
P -1.31 0.80 0.96 2.228
H 1.45 -1.13 0.96 0.198
O -1.94 2.17 1.12 -1.175
N -2.10 -0.20 -0.09 -1.229
C 1.40 -0.57 0.02 -0.723
H -2.14 -1.12 0.40 0.405
H 2.48 -0.19 -0.23 0.172
H 0.45 1.98 1.67 0.487
C 0.29 1.19 0.07 -0.202
O -1.23 0.11 2.27 -1.168
O 1.06 1.95 0.91 -0.722
H 0.95 -1.08 -0.80 0.166
H -1.77 -0.12 -1.04 0.378
```

Verdict on stability: run 2 comes out on top.

Run 1
2 unconnected molecules or ions with the total composition C4H11NS, computed with ωB97M-V/def2-TZVPD.

Properties
- SMILES = C/C=C/N.CS
- molar mass (u) = 105.21
- frontier orbital gap (hartree) = 0.3178
- E_HOMO (eV) = -7.818

Geometry as XYZ:
```
17
Properties=species:S:1:pos:R:3:nbo_charge:R:1
H -0.92 1.59 0.65 0.383
H -2.14 1.33 -0.43 0.394
H -1.05 -0.74 3.10 0.197
H -0.67 -0.02 -1.79 0.200
S -1.99 -1.76 1.04 -0.253
H 1.52 -0.12 -2.77 0.217
H 1.34 1.59 -0.08 0.192
N -1.30 0.94 0.00 -0.800
H 2.80 -0.13 -1.53 0.220
H -1.48 -0.44 0.53 0.223
C -0.30 0.57 -0.96 -0.032
C 1.00 0.92 -0.93 -0.227
C -0.79 -1.58 2.45 -0.723
H 2.58 1.31 -2.40 0.216
H -0.86 -2.54 3.04 0.222
C 2.01 0.46 -1.97 -0.634
H 0.24 -1.38 2.06 0.204
```

Run 2
2 unconnected molecules or ions with the total composition C4H11NS, computed with ωB97M-V/def2-TZVPD.

Properties
- SMILES = C=CN.CSC
- molar mass (u) = 105.21
- frontier orbital gap (hartree) = 0.3257
- E_HOMO (eV) = -7.959

Geometry as XYZ:
```
17
Properties=species:S:1:pos:R:3:nbo_charge:R:1
C -2.44 -0.17 0.56 0.056
H -3.69 -0.83 -0.86 0.382
H -2.77 -0.95 1.25 0.182
H 0.62 0.89 -1.65 0.209
C -1.91 1.01 0.95 -0.582
H -2.62 0.28 -1.39 0.369
S 2.24 0.13 0.13 0.191
N -2.74 -0.52 -0.78 -0.829
C 0.95 -0.90 0.82 -0.765
H 2.41 0.97 -2.01 0.230
H 1.40 -1.74 1.34 0.224
H -0.99 1.35 0.49 0.207
H -2.32 1.53 1.80 0.217
H 0.37 -0.29 1.50 0.228
C 1.60 0.42 -1.52 -0.755
H 1.58 -0.51 -2.09 0.211
H 0.32 -1.37 0.07 0.225
```

Verdict on stability: run 1 comes out on top.